Entry 1:
DFT (the ωB97M-V functional and the def2-TZVPD basis) results for a cluster of 2 separate species, C9H12N5O in total at a distorted geometry.

⟨S²⟩ = 2.03
Strongest force on any atom = 6.62 eV/Å
Total energy = -19010.576 eV
Kohn-Sham gap (spin up / spin down) = 6.6210 / 4.7113 eV
Relative energy (zero: lowest compared OMol25 entry of this formula, charge and spin) = 98.8 kcal/mol

```
! wB97M-V def2-TZVPD RIJCOSX def2/J DEFGRID3
* xyz 1 3
H -1.37 1.13 2.01
H -2.25 -0.83 1.83
C 1.46 -0.47 0.11
C -1.76 0.90 0.93
H -2.80 -2.17 0.03
C -3.72 -0.21 -0.77
N -1.99 -0.51 0.92
H 4.39 -1.05 2.47
C -2.45 -1.11 -0.38
H -4.56 -0.32 -0.11
H -2.97 2.70 0.36
C 3.95 -0.48 0.58
H -4.00 1.51 1.02
H 5.71 -0.57 1.51
H -1.74 -1.19 -1.13
C 3.99 0.12 -1.81
H 4.72 0.28 -2.62
H -1.07 1.24 0.20
O -3.28 1.11 -0.80
C 2.53 -0.70 0.63
N 0.65 -0.05 -0.88
N 4.49 -0.02 -0.58
N 4.75 -0.77 1.61
H -4.03 -0.50 -1.81
N 2.71 0.26 -2.21
C 1.70 0.03 -1.59
C -3.05 1.68 0.46
*
```

Entry 2:
DFT (the ωB97M-V functional and the def2-TZVPD basis) results for the molecule C9H12NOP at a distorted geometry.

Structure (SMILES) = C=CCN[P@H](=O)c1ccccc1
Strongest force on any atom = 3.70 eV/Å
Total energy = -22351.915 eV
Kohn-Sham gap = 10.0144 eV
Relative energy (zero: lowest compared OMol25 entry of this formula, charge and spin) = 38.0 kcal/mol

```
! wB97M-V def2-TZVPD RIJCOSX def2/J DEFGRID3
* xyz 0 1
C 3.14 0.78 0.62
C 3.65 0.88 -0.66
H -3.49 -0.63 1.90
H -3.28 -1.77 0.63
C 2.97 0.36 -1.71
H -1.09 -1.77 1.86
H 1.43 0.11 1.82
H 0.95 -0.24 -2.33
C 1.10 -0.04 -0.28
N -1.38 -1.13 1.12
H 3.78 0.97 1.51
H 4.65 1.29 -0.70
H -3.48 1.78 1.39
C 1.82 0.37 0.80
H -3.40 2.25 -0.47
C -2.78 0.38 0.10
C -2.82 -0.82 1.00
O 0.35 -2.51 -0.13
P -0.28 -1.18 -0.15
H -1.27 -0.98 -1.48
H -2.39 0.11 -0.90
H 3.47 0.29 -2.72
C 1.65 -0.03 -1.55
C -3.30 1.54 0.30
*
```